No. 1
The following is a DFT calculation (the ωB97M-V functional and the def2-TZVPD basis) of C28H55AsFHfNS3SbSi5 as an isolated structure.

## Properties
gap between HOMO and LUMO (alpha / beta) = 5.96 / 4.60 eV
LUMO (alpha / beta) = 4.3 / 3.0 eV
E_HOMO (alpha / beta) = -0.062 / -0.060 Eh

The geometry in ORCA input format:
```
! wB97M-V def2-TZVPD RIJCOSX def2/J DEFGRID3
* xyz -2 2
Hf 0.96256 1.37752 0.33269
S -2.42806 4.62453 2.34530
Sb -0.83177 4.28770 0.72959
S 1.15402 3.40824 1.85653
S -1.36664 2.02670 -0.23767
C -1.53707 1.31628 3.49402
Si -0.19711 0.23573 2.66538
C -0.98874 -1.52526 2.75265
C 1.15748 -0.01842 4.01170
C 0.76031 -0.18919 5.33943
C 1.67972 -0.47299 6.33628
C 3.02251 -0.61086 6.00919
C 3.42697 -0.42897 4.69585
C 2.51242 -0.11830 3.68667
Si 3.11117 0.32492 1.90987
C 4.44712 1.65492 2.36096
C 4.22904 -1.19321 1.46789
H -2.09687 0.75563 4.24964
H -2.24674 1.71222 2.76729
H -1.07746 2.18221 3.97068
H -0.90849 -1.90628 3.77279
H -0.48851 -2.22925 2.08399
H -2.04127 -1.48611 2.47255
H -0.28865 -0.08515 5.59854
H 1.35175 -0.59827 7.36286
H 3.74927 -0.85117 6.77844
H 4.48053 -0.53174 4.45366
H 5.03844 1.33987 3.22423
H 3.95908 2.59690 2.61902
H 5.13431 1.85077 1.53509
H 5.10467 -1.23992 2.11993
H 4.58445 -1.14084 0.43567
H 3.67480 -2.12711 1.58033
C -0.59870 -1.40525 -3.51380
Si -2.18699 -0.64874 -2.79029
C -3.61227 -1.46087 -3.78859
C -2.28246 1.15039 -3.38787
As -2.12078 -0.91739 -0.44504
Si -4.36050 -0.33804 0.05870
C -4.77349 -0.77210 1.86828
C -4.80668 1.49593 -0.11118
C -5.69093 -1.22934 -0.99604
Si -2.39400 -3.31712 -0.50919
C -3.12585 -4.09005 1.08605
C -0.59670 -3.96275 -0.59628
C -3.23725 -4.41487 -1.84954
H -0.33746 -0.96482 -4.47773
H -0.70131 -2.48508 -3.64788
H 0.23104 -1.22893 -2.82617
H -3.30914 -1.60881 -4.82774
H -4.49967 -0.82633 -3.79043
H -3.90057 -2.43028 -3.38407
H -2.52600 1.22020 -4.45074
H -1.33257 1.65583 -3.21690
H -3.03995 1.69826 -2.82624
H -4.11969 -0.21256 2.53977
H -4.63803 -1.83511 2.07465
H -5.80368 -0.50837 2.11455
H -4.26033 2.10315 0.61312
H -5.87550 1.66637 0.04073
H -4.53995 1.87356 -1.09985
H -5.41236 -2.26352 -1.20874
H -5.82168 -0.71839 -1.95070
H -6.65834 -1.23653 -0.48931
H -2.62958 -3.69416 1.97144
H -3.01386 -5.17594 1.09392
H -4.19051 -3.85938 1.17295
H 0.06722 -3.27417 -0.06934
H -0.25467 -4.00320 -1.63277
H -0.47852 -4.95684 -0.16093
H -4.31227 -4.23599 -1.92589
H -3.09582 -5.47090 -1.61059
H -2.79922 -4.23654 -2.83334
C 3.59581 0.06827 -2.79889
N 4.75411 0.79403 -2.30212
C 5.47865 1.42362 -3.38494
C 4.40662 1.72557 -1.21455
C 3.39952 2.79380 -1.59199
C 3.87373 3.93929 -2.22642
C 3.00264 4.87051 -2.77055
C 1.64456 4.60384 -2.72767
C 1.18298 3.47462 -2.06274
C 2.02056 2.54129 -1.41694
H 3.93782 -0.72753 -3.46667
H 2.89139 0.70504 -3.35380
H 3.05935 -0.38327 -1.96416
H 5.82980 0.64928 -4.07231
H 6.34797 1.94716 -2.98019
H 4.87483 2.14449 -3.95874
H 5.34071 2.17776 -0.86664
H 3.99483 1.10920 -0.41274
H 4.94434 4.11586 -2.28093
H 3.38023 5.77231 -3.24044
H 0.93938 5.28931 -3.18448
H 0.11372 3.30266 -2.08317
F 0.98224 -0.35948 -0.63693
*
```


No. 2
The following is a DFT calculation (the ωB97M-V functional and the def2-TZVPD basis) of C7H12AuNO8S as an isolated structure.

## Properties
gap between HOMO and LUMO (alpha / beta) = 9.27 / 5.03 eV
LUMO (alpha / beta) = 0.2 / -5.3 eV
E_HOMO (alpha / beta) = -0.333 / -0.381 Eh

The geometry in ORCA input format:
```
! wB97M-V def2-TZVPD RIJCOSX def2/J DEFGRID3
* xyz 0 3
Au 0.80611 0.62956 0.30375
O -2.31150 1.54693 -1.02838
C -2.15688 0.60746 -2.03649
C -0.74547 0.27272 -2.44640
N 0.20160 -0.43154 -1.38727
C -0.53828 -1.69218 -0.88756
C -1.11843 -1.35117 0.50937
O -1.69883 -2.27026 1.06923
O -1.08978 -0.10225 0.99870
C 1.48549 -0.77363 -2.14043
C 2.64316 0.28389 -1.87669
O 3.56539 0.53319 -2.60436
O 2.55597 0.94416 -0.68433
H -2.30386 1.08783 -0.12954
H -2.61791 1.05910 -2.93093
H -2.69341 -0.34192 -1.89055
H -0.06814 1.13594 -2.65125
H -0.69053 -0.40168 -3.33000
H 0.26500 -2.41465 -0.68105
H -1.34285 -1.98771 -1.58371
H 1.28786 -0.78674 -3.20943
H 1.94172 -1.75467 -1.80701
C -0.28248 0.88173 4.11638
S 1.42643 0.65507 3.59881
O 1.58515 -0.78342 3.52417
O 2.38911 1.41115 4.36335
O 1.50629 1.42920 2.17718
H -0.29778 1.34535 5.07478
H -0.76563 -0.11034 4.21292
H -0.93752 1.37886 3.35675
*
```


No. 3
The following is a DFT calculation (the ωB97M-V functional and the def2-TZVPD basis) of C5H9NO2 as an isolated structure.

## Properties
gap between HOMO and LUMO = 8.25 eV
LUMO = -0.5 eV
E_HOMO = -0.320 Eh

The geometry in ORCA input format:
```
! wB97M-V def2-TZVPD RIJCOSX def2/J DEFGRID3
* xyz 0 1
C 0.04464 1.44845 -1.35637
C 0.18145 0.48583 -0.12554
C 0.65915 -1.76498 0.61979
C -0.13618 -0.69891 1.45017
C -1.01476 -0.03146 0.45738
H 0.32593 0.27453 -3.24236
H -0.62052 2.16208 -0.69684
H 1.03019 2.22358 -1.70662
H 1.00307 1.17524 0.45326
H 1.54008 -2.11946 1.14715
H 0.25779 -2.80067 0.04881
H 0.63553 0.03038 1.57728
H -1.38035 0.51015 2.53921
H -1.48049 -0.64076 -0.36014
N -1.44651 -0.24346 1.75868
O -0.66140 0.65769 -2.21883
O 1.06237 -0.66824 -0.34504
*
```


No. 4
The following is a DFT calculation (the ωB97M-V functional and the def2-TZVPD basis) of C25H43BrN2P2Pd as an isolated structure.

## Properties
gap between HOMO and LUMO (alpha / beta) = 6.36 / 4.73 eV
LUMO (alpha / beta) = -6.7 / -8.8 eV
E_HOMO (alpha / beta) = -0.481 / -0.496 Eh

The geometry in ORCA input format:
```
! wB97M-V def2-TZVPD RIJCOSX def2/J DEFGRID3
* xyz 2 3
N -5.39271 3.00411 -4.72874
C -5.32940 3.30583 -3.43307
C -4.39910 2.69851 -2.57786
C -3.39128 1.84743 -3.13064
C -3.47928 1.57840 -4.52488
C -4.48045 2.21037 -5.28243
C -2.23968 1.47583 -2.33545
Pd -0.21349 -0.06308 -1.76008
P 3.07389 -0.57090 -1.02092
C -0.93235 1.37726 -2.94128
C 0.08327 2.42256 -2.60081
C 1.27166 2.49622 -3.34137
C 2.15904 3.55834 -3.14755
C 1.88238 4.50040 -2.13310
C 0.68182 4.44500 -1.41408
C -0.22144 3.41010 -1.64797
Br 3.07384 5.87937 -1.79848
H -2.37510 1.59908 -1.26136
H -0.93771 1.10085 -4.00079
H -4.43307 2.95168 -1.51626
H -2.76580 0.92020 -5.02842
H -6.05188 4.04040 -3.06548
H -4.54836 2.05617 -6.36304
H 1.49987 1.70948 -4.06469
H -1.19127 3.38434 -1.13530
H 3.06464 3.61923 -3.74881
H 0.43717 5.20645 -0.68264
P -1.09452 -2.20578 -1.83250
C 3.55192 1.18832 -0.97363
C 4.98690 1.44034 -1.46670
H 3.45289 1.53546 0.07170
H 2.82429 1.75386 -1.57868
H 5.19070 2.52151 -1.46612
H 5.71333 0.96783 -0.79426
H 5.16805 1.07811 -2.48715
C 2.60563 -0.86978 -2.73499
C 3.79030 -1.49717 -3.47423
H 2.32346 0.10503 -3.17043
H 1.71890 -1.53018 -2.75926
H 3.51168 -1.75963 -4.49577
H 4.64125 -0.81561 -3.52344
H 4.13039 -2.41181 -2.98106
C 1.95094 -0.88160 0.34628
C 2.62056 -1.62811 1.50926
H 1.07635 -1.44300 -0.05492
H 1.62271 0.11300 0.68674
H 1.87023 -2.13617 2.12750
H 3.33492 -2.37936 1.14699
H 3.15821 -0.92261 2.15373
C -0.79385 -3.22647 -0.31322
C -1.66961 -4.48113 -0.20430
H -0.94074 -2.56337 0.55816
H 0.27786 -3.49400 -0.31864
H -2.72535 -4.23931 0.00755
H -1.61011 -5.10862 -1.10714
H -1.32041 -5.09576 0.63672
C -0.28106 -3.16898 -3.17972
C -0.38044 -2.50444 -4.55114
H -0.76314 -4.15933 -3.20971
H 0.77143 -3.31845 -2.89473
H -1.37080 -2.63504 -5.01610
H -0.15320 -1.42821 -4.53941
H 0.33946 -2.96980 -5.23945
C -2.83964 -2.55455 -2.27223
C -3.92972 -1.93203 -1.39889
H -2.96397 -3.65182 -2.28092
H -2.95614 -2.20181 -3.31046
H -4.90891 -2.25914 -1.78239
H -3.89917 -2.24723 -0.34420
H -3.91578 -0.82916 -1.45530
N -0.55252 0.73789 0.25003
H 0.05736 1.54016 0.47016
H -0.44650 -0.00670 0.94006
H -1.51333 1.07252 0.26471
*
```


| no. | largest force on an atom (eV Å⁻¹) |
| --- | --- |
| 1 | 2.35 |
| 2 | 3.86 |
| 3 | 8.90 |
| 4 | 2.15 |